# C6H3EuN5O5

A structure of composition C6H3EuN5O5 (ωB97M-V/def2-TZVPD, the Open Molecules 2025 dataset).

The geometry in XYZ format:
```
20
Properties=species:S:1:pos:R:3
O -0.005 3.880 -2.840
C -0.070 2.853 -2.345
Eu -0.203 -0.772 -0.529
O 0.102 0.166 -4.419
C -0.088 -0.090 -3.293
C 0.058 -2.838 -2.117
O 0.218 -3.778 -2.761
C -2.381 -0.018 -2.029
O -3.274 0.258 -2.698
C 2.085 -0.140 -1.970
O 2.997 0.018 -2.654
N -1.007 -0.952 4.028
N -0.384 -0.031 3.175
N 0.747 0.644 3.672
C 1.352 0.933 2.511
N 0.795 0.357 1.414
N -0.270 -0.323 1.878
H -1.919 -1.191 3.661
H -0.997 -0.516 4.951
H 2.247 1.542 2.365
```

Results
HOMO (spin up / spin down) ... -20.905 / -20.920 eV
Spin multiplicity ... 7
LUMO (spin up / spin down) ... -16.65 / -13.43 eV
Net charge ... +3
<S²> ... 12.014
Energy above the lowest of the compared OMol25 structures with the same formula, charge and spin ... 20.9 kcal/mol

# C6H3N4O2

A cluster of 2 separate species, C6H3N4O2 in total (ωB97M-V/def2-TZVPD, the Open Molecules 2025 dataset).

The geometry in XYZ format:
```
15
Properties=species:S:1:pos:R:3
C -1.162 -0.342 0.290
C 0.231 -0.460 0.182
C -1.776 0.512 -0.650
C 1.092 0.367 -0.544
C 0.296 1.122 -1.483
C 1.945 2.220 -3.018
N 4.672 1.807 -1.647
N -0.988 1.282 -1.513
N 0.932 2.047 -2.423
N 4.677 0.776 -2.084
O 4.929 -0.333 -2.363
O 2.681 2.871 -3.652
H -1.754 -1.023 0.953
H 0.678 -1.146 1.000
H -2.846 0.486 -0.887
```

Results
HOMO (spin up / spin down) ... -0.238 / -4.054 eV
Spin multiplicity ... 3
LUMO (spin up / spin down) ... 3.33 / 2.94 eV
Net charge ... -1
<S²> ... 2.021
Energy above the lowest of the compared OMol25 structures with the same formula, charge and spin ... 4.6 kcal/mol

# C6H3N5

An isolated molecule of C6H3N5 (ωB97M-V/def2-TZVPD, the Open Molecules 2025 dataset).

The geometry in XYZ format:
```
14
Properties=species:S:1:pos:R:3
C 0.545 1.344 -2.391
C 0.591 0.832 -1.026
C 1.765 0.816 0.928
C -0.050 -0.397 0.837
C -1.842 -1.303 0.114
C -0.258 -0.122 -0.479
H 2.577 1.275 1.517
H -1.324 -1.396 2.242
H -2.674 -1.967 0.240
N 0.487 1.746 -3.463
N 1.670 1.161 -0.327
N 0.990 -0.006 1.596
N -1.086 -1.168 1.220
N -1.391 -0.815 -1.009
```

Results
HOMO ... -10.180 eV
SMILES string ... N#Cc1ncnc2[nH]cnc12
LUMO ... -0.62 eV
Energy above the lowest of the compared OMol25 structures with the same formula, charge and spin ... 0.0 kcal/mol

# C6H3O5Sr

A structure of composition C6H3O5Sr (ωB97M-V/def2-TZVPD, the Open Molecules 2025 dataset).

The geometry in XYZ format:
```
15
Properties=species:S:1:pos:R:3
C -1.666 -0.108 -0.447
C -0.880 0.692 0.457
O -1.281 2.866 1.436
C -1.163 2.180 0.488
O -1.115 -1.127 -0.973
H -2.723 0.148 -0.599
Sr -1.951 -2.668 -2.829
O 2.057 -1.044 -0.333
C 2.503 0.233 -0.244
C 0.829 -1.136 0.272
O 3.518 0.640 -0.714
O 1.537 0.978 0.320
C 0.484 0.147 0.698
H 0.624 -2.072 0.785
H -0.773 0.272 1.683
```

Results
HOMO (spin up / spin down) ... -14.599 / -15.253 eV
Spin multiplicity ... 2
LUMO (spin up / spin down) ... -10.10 / -10.11 eV
Net charge ... +2
<S²> ... 0.753

# C6H3O5Tl

A structure of composition C6H3O5Tl (ωB97M-V/def2-TZVPD, the Open Molecules 2025 dataset).

The geometry in XYZ format:
```
15
Properties=species:S:1:pos:R:3
C 1.553 -0.467 0.204
C 0.406 -1.180 0.394
O -0.436 -3.423 0.531
C 0.376 -2.637 0.184
O 1.372 0.866 0.096
H 2.574 -0.852 0.200
Tl 2.728 2.253 -0.326
O -0.825 1.761 -0.660
C -1.656 0.887 -1.301
C -0.208 1.149 0.402
O -2.269 1.150 -2.283
O -1.631 -0.291 -0.672
C -0.763 -0.241 0.446
H -0.202 1.769 1.301
H -1.019 -0.743 1.485
```

Results
HOMO (spin up / spin down) ... -22.499 / -22.493 eV
Spin multiplicity ... 2
LUMO (spin up / spin down) ... -15.47 / -18.68 eV
Net charge ... +3
<S²> ... 0.755
Energy above the lowest of the compared OMol25 structures with the same formula, charge and spin ... 0.0 kcal/mol

# C6H4

An isolated molecule of C6H4 (ωB97M-V/def2-TZVPD, the Open Molecules 2025 dataset).

The geometry in XYZ format:
```
10
Properties=species:S:1:pos:R:3
C 2.686 -0.122 0.083
C 0.213 1.069 0.041
C 1.626 -1.121 -0.118
C 1.423 0.269 -0.106
C -0.815 0.218 -0.054
C -1.668 -0.736 0.038
H 3.636 0.113 0.399
H 0.207 1.985 -0.374
H -1.955 -1.102 -0.893
H -1.992 -1.155 1.029
```

Results
HOMO ... -8.946 eV
LUMO ... 0.53 eV
Energy above the lowest of the compared OMol25 structures with the same formula, charge and spin ... 56.1 kcal/mol

# C6H4

An isolated molecule of C6H4 (ωB97M-V/def2-TZVPD, the Open Molecules 2025 dataset).

The geometry in XYZ format:
```
10
Properties=species:S:1:pos:R:3
C 0.207 1.014 -1.417
C 0.198 -0.342 -1.039
C 0.355 -1.141 0.230
C -0.759 -0.471 0.930
C -0.153 0.821 0.934
C 0.327 1.747 0.088
H 0.092 1.728 -2.287
H 0.712 -2.392 0.413
H -1.492 -1.239 1.519
H 0.681 2.812 0.120
```

Results
HOMO (spin up / spin down) ... -8.579 / -8.469 eV
LUMO (spin up / spin down) ... -1.02 / -0.84 eV
Energy above the lowest of the compared OMol25 structures with the same formula, charge and spin ... 134.9 kcal/mol

# C6H4

An isolated molecule of C6H4 (ωB97M-V/def2-TZVPD, the Open Molecules 2025 dataset).

The geometry in XYZ format:
```
10
Properties=species:S:1:pos:R:3
C -1.299 1.987 -0.489
C -0.862 0.916 -0.870
C -0.364 -0.400 -1.191
C 0.444 -1.121 -0.420
C 0.860 -0.759 0.917
C 1.254 -0.557 2.066
H -1.643 2.917 -0.286
H -0.680 -0.826 -2.104
H 0.576 -2.162 -0.766
H 1.549 -0.324 3.075
```

Results
HOMO ... -9.026 eV
SMILES string ... C#C/C=C\C#C
LUMO ... 0.26 eV
Energy above the lowest of the compared OMol25 structures with the same formula, charge and spin ... 7.0 kcal/mol

# C6H41NO13

A cluster of 14 separate species, C6H41NO13 in total (ωB97M-V/def2-TZVPD, the Open Molecules 2025 dataset).

The geometry in XYZ format:
```
61
Properties=species:S:1:pos:R:3
C -0.471 -1.923 1.573
C 0.152 -0.878 2.548
C 0.022 -1.780 0.144
N -0.879 -0.895 -0.614
C -1.115 -1.344 -1.996
C -2.247 -0.530 -2.611
C -0.450 0.496 -0.581
H -1.546 -1.858 1.692
H -0.168 -2.890 1.946
H -0.455 0.026 2.563
H 1.134 -0.536 2.221
H 0.151 -1.388 3.497
H 0.014 -2.784 -0.285
H 1.052 -1.451 -0.033
H -0.221 -1.411 -2.605
H -1.607 -2.299 -1.808
H -3.087 -0.501 -1.914
H -2.562 -1.008 -3.539
H -2.063 0.530 -2.800
H 0.192 0.672 0.280
H -0.055 0.896 -1.519
H -1.299 1.186 -0.482
H 0.419 -0.235 -3.501
H 1.906 0.180 -3.480
O 1.009 0.528 -3.590
H -3.361 -1.250 0.557
H -4.030 -1.516 1.905
O -4.180 -1.098 1.049
H -2.396 2.385 1.854
H -2.147 3.790 2.470
O -1.708 2.960 2.258
H 1.083 4.101 1.447
H -0.439 3.535 1.120
O 0.504 3.593 0.880
H -1.789 3.247 -2.805
H -2.232 4.241 -1.804
O -2.395 3.324 -2.057
H 3.683 -1.244 2.757
H 3.884 -0.336 1.491
O 4.207 -1.109 1.962
H 1.268 2.210 -2.030
H 0.871 3.108 -0.872
O 1.512 3.048 -1.607
H -3.362 2.146 -0.302
H -3.529 0.833 0.520
O -3.454 1.794 0.595
H 2.509 -4.283 1.279
H 1.194 -3.575 1.732
O 1.799 -4.295 1.928
H 4.546 -0.672 -2.674
H 3.621 0.073 -1.641
O 3.655 -0.629 -2.322
H -2.115 -0.040 4.410
H -1.158 -0.979 5.160
O -1.924 -0.968 4.580
H 3.269 -2.934 -2.000
H 2.110 -2.364 -1.290
O 2.517 -3.218 -1.465
H 4.046 1.931 -1.123
H 2.623 1.901 -0.597
O 3.495 1.486 -0.468
```

Results
HOMO ... -8.952 eV
LUMO ... 0.12 eV
Energy above the lowest of the compared OMol25 structures with the same formula, charge and spin ... 48.9 kcal/mol

# C6H42BNO13

A structure of composition C6H42BNO13 (ωB97M-V/def2-TZVPD, the Open Molecules 2025 dataset).

The geometry in XYZ format:
```
63
Properties=species:S:1:pos:R:3
C -1.456 1.008 -0.463
O -1.303 2.040 -1.518
C -0.268 1.708 -2.426
C -0.293 2.836 -3.586
N 0.380 2.412 -4.815
H 0.497 3.291 -5.367
H 1.210 1.892 -4.613
C -0.220 1.454 -5.876
C 0.796 0.854 -6.732
O 0.003 0.197 -7.803
C 0.564 -0.835 -8.623
H -0.555 1.008 -0.164
H -2.025 0.040 -0.774
H -1.994 1.518 0.365
H -0.498 0.819 -2.910
H 0.620 1.568 -1.864
H 0.182 3.812 -3.310
H -1.311 3.144 -3.793
H -1.200 2.152 -6.375
H -0.810 0.697 -5.403
H 1.266 0.102 -6.456
H 1.636 1.517 -7.217
H 0.884 -1.339 -7.923
H 1.165 -0.598 -9.447
H -0.180 -1.304 -9.241
B 0.751 -0.685 3.219
H 0.800 0.468 3.876
H 1.799 -1.319 3.209
H -0.189 -1.572 3.663
H 0.587 -0.476 2.031
O 0.184 2.114 1.774
H 0.394 1.154 1.970
H -0.701 2.020 2.208
O 3.524 1.427 1.547
H 4.317 1.323 1.950
H 2.866 1.145 1.991
O 1.969 -1.465 6.380
H 1.791 -1.167 5.592
H 0.973 -1.690 6.599
O -2.147 -0.155 2.515
H -2.350 -1.101 2.974
H -1.299 -0.200 2.972
O -1.390 1.939 2.811
H -1.328 0.984 2.603
H -2.194 2.226 2.646
O 1.815 -4.227 1.682
H 1.574 -3.463 2.387
H 1.180 -4.749 2.139
O -1.206 -3.423 0.964
H -1.692 -2.807 1.537
H -0.882 -3.989 1.695
O 0.139 2.601 5.017
H -0.151 2.059 4.214
H -0.128 2.074 5.760
O -1.747 -3.167 5.807
H -2.405 -2.829 5.117
H -1.152 -3.662 5.467
O -2.677 -2.541 3.785
H -2.979 -3.360 3.371
H -3.509 -2.336 4.283
O 2.795 -0.555 -0.159
H 3.221 0.376 0.150
H 2.382 -0.934 0.563
```

Results
HOMO ... -7.694 eV
LUMO ... -1.35 eV
Energy above the lowest of the compared OMol25 structures with the same formula, charge and spin ... 168.3 kcal/mol

# C6H4AlCeCl2N2O3

A structure of composition C6H4AlCeCl2N2O3 (ωB97M-V/def2-TZVPD, the Open Molecules 2025 dataset).

The geometry in XYZ format:
```
19
Properties=species:S:1:pos:R:3
Al 0.034 1.052 -7.657
Ce -0.130 0.393 -0.399
Cl -0.442 2.614 -6.349
Cl 2.093 -0.827 -0.432
C -0.919 -1.152 1.206
C -0.475 1.530 -9.629
C 0.582 -0.880 -8.022
O -0.967 -2.009 1.981
O -0.750 1.704 -10.745
O 0.792 -1.803 -8.701
N 1.606 2.227 1.890
C 1.525 3.448 2.468
C 0.338 4.014 2.018
C -0.285 3.097 1.180
N 0.512 1.955 1.088
H 2.312 1.529 2.021
H 2.293 3.824 3.134
H -0.042 4.981 2.272
H -1.240 3.126 0.664
```

Results
HOMO (spin up / spin down) ... -21.144 / -21.148 eV
Spin multiplicity ... 2
LUMO (spin up / spin down) ... -16.25 / -16.25 eV
Net charge ... +4
<S²> ... 0.751
Energy above the lowest of the compared OMol25 structures with the same formula, charge and spin ... 0.0 kcal/mol

# C6H4AsAuF6N7S4Sb

A structure of composition C6H4AsAuF6N7S4Sb (ωB97M-V/def2-TZVPD, the Open Molecules 2025 dataset).

The geometry in XYZ format:
```
30
Properties=species:S:1:pos:R:3
Au 0.153 -2.113 0.229
S -2.926 -3.747 4.597
Sb -2.671 -2.313 2.746
S 0.016 -2.376 2.613
S 0.511 -4.068 1.727
S -2.818 -0.297 3.835
F 1.055 0.324 -1.044
As 2.406 0.516 0.015
F 2.026 2.205 0.075
F 1.300 0.292 1.385
F 3.668 0.796 1.149
F 2.738 -1.180 0.082
F 3.452 0.691 -1.320
N 0.482 -2.649 -1.729
C 0.692 -2.146 -2.764
C 0.888 -1.651 -4.030
C 2.197 -1.548 -4.596
N 3.237 -1.495 -5.096
C -0.250 -1.294 -4.819
N -1.162 -1.012 -5.470
N -2.249 3.749 1.199
C -1.596 2.569 1.217
N -0.507 2.452 1.962
N -2.100 1.608 0.468
C -1.728 0.381 0.394
N -1.600 -0.779 0.271
H -2.056 4.448 1.890
H -3.135 3.767 0.731
H -0.091 3.253 2.399
H 0.066 1.617 1.882
```

Results
HOMO (spin up / spin down) ... -5.927 / -5.864 eV
Spin multiplicity ... 2
LUMO (spin up / spin down) ... -0.37 / -0.38 eV
Net charge ... -1
<S²> ... 0.757
Energy above the lowest of the compared OMol25 structures with the same formula, charge and spin ... 14.0 kcal/mol

| no. | strongest force on any atom (eV Å⁻¹) |
| --- | --- |
| 1 | 6.7 |
| 2 | 4.9 |
| 3 | 3.3 |
| 4 | 3.3 |
| 5 | 8.8 |
| 6 | 4.2 |
| 7 | 4.4 |
| 8 | 4.3 |
| 9 | 2.5 |
| 10 | 14.0 |
| 11 | 8.5 |
| 12 | 1.8 |